# 1
# C19H35N2O5

A cluster of 2 separate species, C19H35N2O5 in total at a distorted geometry (the ωB97M-V functional and the def2-TZVPD basis, the OMol25 dataset).

Each atom is followed by the atoms it is bonded to, with distances in Å.
Cartesian coordinates (Å):
1 O -1.20045 1.32411 0.81752  C8 1.404, C20 1.435
2 O 6.22364 -2.72402 -2.00760  C9 1.420, C25 1.415
3 O -7.52014 0.53683 1.22073  C21 1.426, C23 1.421
4 O -4.54424 1.92656 2.16230  C16 1.417, C24 1.418
5 O 4.19946 -1.04500 -3.33518  C19 1.419, C22 1.423
6 N 2.68814 1.60846 -0.56772  C14 1.398, C17 1.344, H39 1.008
7 N 0.65912 0.99967 -0.57357  C8 1.453, C17 1.334, C18 1.384
8 C -0.68906 0.56650 -0.24881  O1 1.404, N7 1.453, H32 1.101, H35 1.103
9 C 7.23638 -1.98590 -2.67629  O2 1.420, H43 1.092, H45 1.095, H53 1.089
10 C -9.81518 0.45604 0.50897  C21 1.561, H41 1.098, H51 1.095, H59 1.094
11 C 3.28004 -2.52591 2.11456  C26 1.203, H60 1.073
12 C 1.70704 0.97984 1.76310  C15 1.544, C17 1.537, H48 1.096, H58 1.100
13 C 4.13296 0.04764 1.83992  C15 1.545, C26 1.532, H29 1.093, H42 1.098
14 C 2.32136 1.66449 -1.91529  N6 1.398, C18 1.381, H28 1.080
15 C 3.12623 1.09852 2.35886  C12 1.544, C13 1.545, H44 1.104, H55 1.094
16 C -3.48948 2.14192 1.24063  O4 1.417, C20 1.545, H37 1.095, H61 1.107
17 C 1.69871 1.19106 0.24094  N6 1.344, N7 1.334, C12 1.537
18 C 0.99852 1.26853 -1.88847  N7 1.384, C14 1.381, H50 1.081
19 C 3.99628 -1.75964 -2.12580  O5 1.419, C25 1.512, H34 1.094, H40 1.098
20 C -2.55090 0.92414 1.09357  O1 1.435, C16 1.545, H46 1.103, H54 1.101
21 C -8.76979 -0.06984 1.54150  O3 1.426, C10 1.561, H31 1.104, H56 1.100
22 C 4.29876 -1.89132 -4.47431  O5 1.423, H36 1.094, H38 1.089, H52 1.091
23 C -6.71683 0.79147 2.36482  O3 1.421, C24 1.549, H27 1.106, H47 1.099
24 C -5.23898 0.71728 1.90744  O4 1.418, C23 1.549, H30 1.101, H49 1.106
25 C 5.28313 -1.90118 -1.34409  O2 1.415, C19 1.512, H33 1.095, H57 1.096
26 C 3.55749 -1.35856 2.03347  C11 1.203, C13 1.532
27 H -6.95724 1.80680 2.73051  C23 1.106
28 H 2.94510 1.94415 -2.75188  C14 1.080
29 H 4.43542 0.19165 0.79929  C13 1.093
30 H -5.23749 0.40532 0.85171  C24 1.101
31 H -8.71146 -1.16839 1.45380  C21 1.104
32 H -0.76902 -0.51693 -0.06706  C8 1.101
33 H 5.03382 -2.39025 -0.39670  C25 1.095
34 H 3.54671 -2.73652 -2.32495  C19 1.094
35 H -1.31351 0.79571 -1.12858  C8 1.103
36 H 3.30596 -2.25278 -4.75976  C22 1.094
37 H -2.96080 3.04393 1.56647  C16 1.095
38 H 4.70494 -1.30181 -5.29475  C22 1.089
39 H 3.61398 1.87024 -0.26677  N6 1.008
40 H 3.28364 -1.17526 -1.52930  C19 1.098
41 H -9.27176 1.00536 -0.27081  C10 1.098
42 H 5.02884 0.07405 2.47446  C13 1.098
43 H 6.82302 -1.15526 -3.25263  C9 1.092
44 H 3.51768 2.09698 2.09702  C15 1.104
45 H 7.96218 -1.60388 -1.95114  C9 1.095
46 H -2.93243 0.30445 0.26471  C20 1.103
47 H -6.91439 0.10303 3.19898  C23 1.099
48 H 1.21728 0.03697 2.03040  C12 1.096
49 H -4.77560 -0.10447 2.48478  C24 1.106
50 H 0.29722 1.18511 -2.70683  C18 1.081
51 H -10.31821 -0.37594 0.00498  C10 1.095
52 H 4.95880 -2.74076 -4.29278  C22 1.091
53 H 7.74778 -2.66275 -3.35841  C9 1.089
54 H -2.56737 0.28381 1.98846  C20 1.101
55 H 3.07807 1.02981 3.44990  C15 1.094
56 H -9.07389 0.17447 2.56978  C21 1.100
57 H 5.71471 -0.91921 -1.11688  C25 1.096
58 H 1.09460 1.79629 2.17238  C12 1.100
59 H -10.50880 1.13750 1.01042  C10 1.094
60 H 3.22074 -3.59626 2.06410  C11 1.073
61 H -3.94864 2.37621 0.26129  C16 1.107

For the molecular weight, the calculation gives 371.50 g mol⁻¹. The charge is +1.

---

# 2
# C19H35N2O7S3

A cluster of 3 separate species, C19H35N2O7S3 in total at a distorted geometry (the ωB97M-V functional and the def2-TZVPD basis, the OMol25 dataset).

Each atom is followed by the atoms it is bonded to, with distances in Å.
Cartesian coordinates (Å):
1 S 2.43077 2.60665 -1.23782  C24 1.558
2 S -1.38116 -3.89152 -5.01475  O6 1.446, O10 1.441, C15 1.799, C21 1.786
3 S 2.16484 4.61991 3.70097  O4 1.443, O8 1.437, C28 1.792, C30 1.794
4 O 0.94836 3.96891 4.12363  S3 1.443
5 O -2.36993 -2.94334 -0.69182  C23 1.539, C26 1.355
6 O -1.45596 -2.45099 -5.11645  S2 1.446
7 O -2.89543 1.43265 1.49919  C14 1.422, C20 1.408
8 O 2.20580 6.03306 3.44495  S3 1.437
9 O 0.65876 -0.01990 4.29469  C17 1.428, H40 0.959
10 O -2.46560 -4.65054 -4.44461  S2 1.441
11 N 0.69862 1.32053 0.49814  C22 1.483, C24 1.233
12 N -1.24909 0.71558 -0.78758  C22 1.504, C25 1.496, H58 1.022, H63 1.025
13 C 0.57025 -4.58539 -6.61997  C21 1.526, C31 1.534, H38 1.092, H41 1.088
14 C -1.48090 1.51762 1.61679  O7 1.422, C22 1.534, C29 1.552, H61 1.090
15 C 0.15715 -4.33393 -4.19423  S2 1.799, C31 1.535, H47 1.087, H62 1.089
16 C -3.06343 -0.76160 -1.54212  C25 1.521, C26 1.530, H35 1.086, H60 1.091
17 C -0.32512 0.90046 3.82077  O9 1.428, C19 1.535, C29 1.540, H54 1.090
18 C 4.45250 3.28837 4.01702  C27 1.535, C30 1.535, H37 1.092, H65 1.088
19 C -1.36480 1.09252 4.93333  C17 1.535, H39 1.088, H42 1.087, H59 1.086
20 C -3.37859 0.84186 0.31587  O7 1.408, C25 1.536, H49 1.090, H51 1.098
21 C -0.95592 -4.56779 -6.61266  S2 1.786, C13 1.526, H56 1.087, H64 1.089
22 C -0.73365 1.63813 0.28250  N11 1.483, N12 1.504, C14 1.534, H32 1.087
23 C -1.08959 -2.43758 -1.38009  O5 1.539, C26 1.537, H33 1.082, H43 1.086
24 C 1.50681 1.99723 -0.14137  S1 1.558, N11 1.233
25 C -2.38833 -0.13956 -0.32949  N12 1.496, C16 1.521, C20 1.536, H36 1.084
26 C -2.54656 -2.17908 -1.79626  O5 1.355, C16 1.530, C23 1.537, H34 1.078
27 C 4.31792 3.68009 2.53913  C18 1.535, C28 1.527, H44 1.089, H57 1.092
28 C 2.81830 3.76754 2.26654  S3 1.792, C27 1.527, H48 1.090, H52 1.088
29 C -0.95708 0.37023 2.52074  C14 1.552, C17 1.540, H45 1.090, H46 1.089
30 C 3.50085 4.18765 4.81750  S3 1.794, C18 1.535, H50 1.088, H66 1.087
31 C 0.98977 -5.09440 -5.23505  C13 1.534, C15 1.535, H53 1.091, H55 1.089
32 H -0.76450 2.66595 -0.07136  C22 1.087
33 H -0.71049 -3.43049 -1.58502  C23 1.082
34 H -2.86018 -2.65355 -2.71209  C26 1.078
35 H -4.13820 -0.85950 -1.41801  C16 1.086
36 H -2.11569 -0.84491 0.44666  C25 1.084
37 H 4.16809 2.24181 4.14510  C18 1.092
38 H 0.95378 -3.57475 -6.77609  C13 1.092
39 H -2.37738 0.98749 4.54823  C19 1.088
40 H 1.11857 -0.38663 3.53747  O9 0.959
41 H 0.95615 -5.21772 -7.41703  C13 1.088
42 H -1.19433 0.33148 5.69032  C19 1.087
43 H -0.66587 -2.06103 -0.45381  C23 1.086
44 H 4.80006 2.95755 1.88157  C27 1.089
45 H -0.29112 -0.31999 2.00223  C29 1.090
46 H -1.85154 -0.17343 2.82283  C29 1.089
47 H -0.06953 -4.94751 -3.32558  C15 1.087
48 H 2.37253 2.77341 2.22999  C28 1.090
49 H -4.23616 0.23083 0.59809  C20 1.090
50 H 3.98321 5.11291 5.12587  C30 1.088
51 H -3.75515 1.57045 -0.41411  C20 1.098
52 H 2.57002 4.32832 1.36777  C28 1.088
53 H 0.78083 -6.16299 -5.16247  C31 1.091
54 H 0.15005 1.86712 3.65509  C17 1.090
55 H 2.05526 -4.95739 -5.05900  C31 1.089
56 H -1.38820 -3.94818 -7.39479  C21 1.087
57 H 4.78431 4.65279 2.37136  C27 1.092
58 H -1.63497 1.30397 -1.52901  N12 1.022
59 H -1.25579 2.08301 5.36526  C19 1.086
60 H -2.78515 -0.22020 -2.44791  C16 1.091
61 H -1.27337 2.44853 2.14543  C14 1.090
62 H 0.64357 -3.41124 -3.88243  C15 1.089
63 H -0.48360 0.19218 -1.22470  N12 1.025
64 H -1.36606 -5.57582 -6.66162  C21 1.089
65 H 5.47650 3.39368 4.37005  C18 1.088
66 H 3.08480 3.68047 5.68419  C30 1.087

For the molecular weight, the calculation gives 499.70 g mol⁻¹. The charge is +1.

---

no.,frontier orbital gap (eV),E_HOMO (eV),LUMO (eV)
1,8.9,-11.3,-2.448
2,8.9,-12.4,-3.538